# 1
Molecular formula: C34H109O43P9
Method: DFT, wB97M-V/def2-TZVPD

Each line ends with the Löwdin charge.
Atoms and positions in Å:
C (-5.762, 6.642, 9.410)  -0.113
O (-4.397, 6.982, 9.544)  -0.218
P (-3.705, 7.927, 8.430)  0.493
O (-4.301, 9.277, 8.338)  -0.230
O (-2.105, 7.798, 8.772)  -0.223
C (-1.178, 8.213, 7.833)  -0.152
O (-3.719, 7.060, 7.029)  -0.246
C (-3.290, 5.738, 6.931)  -0.127
H (-6.376, 6.698, 10.309)  0.089
H (-5.801, 5.607, 9.073)  0.088
H (-6.275, 7.342, 8.750)  0.088
H (-0.361, 7.500, 7.727)  0.096
H (-0.741, 9.156, 8.160)  0.089
H (-1.569, 8.557, 6.875)  0.093
H (-2.520, 5.478, 7.658)  0.090
H (-2.814, 5.652, 5.955)  0.094
H (-4.146, 5.070, 7.026)  0.088
C (0.998, -1.182, -1.771)  -0.071
O (-0.273, -0.467, -1.587)  -0.234
P (-0.758, -0.054, -0.087)  0.406
O (-2.216, 0.184, 0.037)  -0.239
O (0.122, 1.251, 0.240)  -0.236
C (-0.375, 2.560, -0.089)  -0.090
O (-0.078, -1.137, 0.857)  -0.215
C (-0.270, -1.060, 2.257)  -0.108
H (1.765, -0.837, -1.078)  0.086
H (1.276, -1.174, -2.825)  0.086
H (0.673, -2.211, -1.620)  0.083
H (-1.323, 2.639, -0.620)  0.092
H (0.421, 3.170, -0.516)  0.084
H (-0.452, 2.999, 0.906)  0.085
H (0.611, -1.212, 2.881)  0.085
H (-0.832, -1.957, 2.514)  0.091
H (-0.743, -0.174, 2.681)  0.095
C (-5.348, -5.557, -1.318)  -0.099
O (-4.783, -6.175, -0.132)  -0.232
P (-5.026, -7.778, 0.126)  0.478
O (-6.381, -8.073, 0.697)  -0.244
O (-3.819, -8.135, 1.177)  -0.216
C (-2.502, -7.722, 0.936)  -0.129
O (-4.654, -8.360, -1.315)  -0.218
C (-4.727, -9.712, -1.480)  -0.147
H (-4.591, -5.206, -2.019)  0.084
H (-5.930, -4.689, -1.010)  0.087
H (-6.018, -6.132, -1.958)  0.083
H (-2.010, -8.588, 0.492)  0.090
H (-2.052, -7.382, 1.869)  0.092
H (-2.357, -6.860, 0.286)  0.084
H (-4.122, -9.924, -2.361)  0.096
H (-5.750, -10.072, -1.591)  0.099
H (-4.279, -10.256, -0.648)  0.091
C (8.449, -0.249, 2.051)  -0.097
O (7.185, 0.360, 2.433)  -0.243
P (6.598, 0.100, 3.927)  0.450
O (7.592, 0.400, 5.009)  -0.249
O (5.217, 0.901, 3.878)  -0.204
C (5.194, 2.261, 3.555)  -0.125
O (6.153, -1.470, 3.833)  -0.238
C (5.500, -2.104, 2.692)  -0.076
H (8.406, -0.687, 1.054)  0.082
H (8.863, -1.082, 2.618)  0.088
H (9.261, 0.478, 2.020)  0.086
H (4.792, 2.870, 4.365)  0.090
H (4.549, 2.453, 2.698)  0.091
H (6.161, 2.724, 3.359)  0.091
H (5.111, -1.383, 1.973)  0.087
H (4.638, -2.617, 3.116)  0.081
H (6.098, -2.921, 2.287)  0.087
C (10.972, 6.236, -2.559)  -0.118
O (9.663, 6.523, -2.115)  -0.222
P (8.893, 5.692, -0.942)  0.499
O (7.884, 6.487, -0.208)  -0.240
O (8.413, 4.282, -1.605)  -0.233
C (7.061, 4.011, -1.905)  -0.103
O (10.137, 5.265, 0.070)  -0.257
C (10.910, 6.225, 0.738)  -0.128
H (10.975, 5.708, -3.513)  0.097
H (11.587, 5.668, -1.861)  0.071
H (11.532, 7.161, -2.428)  0.096
H (6.752, 3.479, -1.006)  0.091
H (6.964, 3.327, -2.748)  0.089
H (6.531, 4.948, -2.078)  0.089
H (11.921, 6.021, 0.387)  0.085
H (10.818, 6.148, 1.822)  0.094
H (10.649, 7.243, 0.447)  0.091
C (-0.627, -12.189, -9.084)  -0.142
O (-0.754, -10.851, -9.438)  -0.219
P (0.022, -9.620, -8.698)  0.521
O (-0.318, -8.275, -9.272)  -0.255
O (-0.391, -9.830, -7.129)  -0.224
C (0.030, -8.893, -6.139)  -0.106
O (1.609, -10.099, -8.802)  -0.247
C (2.240, -10.431, -10.013)  -0.124
H (-1.472, -12.430, -8.439)  0.093
H (0.293, -12.444, -8.557)  0.086
H (-0.588, -12.873, -9.932)  0.091
H (0.497, -9.512, -5.372)  0.089
H (-0.791, -8.385, -5.634)  0.086
H (0.713, -8.112, -6.474)  0.089
H (3.319, -10.278, -10.017)  0.088
H (1.810, -9.776, -10.770)  0.090
H (2.112, -11.472, -10.313)  0.083
C (-9.961, 8.378, -1.858)  -0.112
O (-9.192, 7.394, -1.209)  -0.217
P (-7.882, 7.820, -0.358)  0.419
O (-6.811, 8.536, -1.021)  -0.213
O (-8.484, 8.653, 0.879)  -0.234
C (-7.517, 8.980, 1.888)  -0.105
O (-7.334, 6.410, 0.315)  -0.212
C (-8.123, 5.796, 1.348)  -0.117
H (-9.423, 9.324, -1.798)  0.084
H (-10.862, 8.559, -1.271)  0.090
H (-10.185, 8.098, -2.887)  0.095
H (-6.513, 8.567, 1.782)  0.091
H (-7.804, 8.590, 2.864)  0.087
H (-7.467, 10.069, 1.915)  0.095
H (-8.440, 4.772, 1.153)  0.088
H (-8.996, 6.410, 1.570)  0.079
H (-7.653, 5.708, 2.328)  0.084
C (6.901, -4.390, -8.242)  -0.102
O (7.361, -3.076, -8.451)  -0.223
P (7.744, -2.007, -7.292)  0.505
O (7.296, -2.183, -5.861)  -0.255
O (9.371, -1.812, -7.508)  -0.217
C (9.956, -0.882, -6.674)  -0.165
O (7.291, -0.653, -8.032)  -0.210
C (5.969, -0.613, -8.438)  -0.146
H (7.062, -4.881, -9.202)  0.090
H (5.819, -4.385, -8.108)  0.091
H (7.428, -4.938, -7.462)  0.094
H (9.696, 0.139, -6.951)  0.086
H (11.033, -0.974, -6.815)  0.092
H (9.701, -0.985, -5.619)  0.086
H (5.296, -1.299, -7.922)  0.088
H (5.928, -0.818, -9.508)  0.094
H (5.534, 0.374, -8.281)  0.092
C (-7.546, -1.333, 4.892)  -0.115
O (-8.131, -1.775, 6.111)  -0.244
P (-8.371, -0.715, 7.369)  0.470
O (-9.106, 0.507, 6.982)  -0.241
O (-9.086, -1.664, 8.503)  -0.226
C (-10.454, -2.027, 8.334)  -0.112
O (-6.917, -0.376, 7.960)  -0.205
C (-6.012, -1.428, 8.297)  -0.108
H (-7.170, -0.314, 4.989)  0.084
H (-8.329, -1.269, 4.136)  0.089
H (-6.746, -1.985, 4.543)  0.088
H (-10.999, -1.874, 9.265)  0.086
H (-10.547, -3.082, 8.076)  0.089
H (-11.004, -1.415, 7.619)  0.086
H (-5.376, -1.242, 9.163)  0.089
H (-5.415, -1.764, 7.449)  0.090
H (-6.532, -2.301, 8.692)  0.081
C (-6.328, 4.655, -6.269)  -0.172
O (-5.863, 4.057, -7.474)  -0.114
H (-6.700, 5.657, -6.482)  0.070
H (-7.155, 4.202, -5.722)  0.073
H (-5.485, 4.758, -5.585)  0.077
H (-4.921, 4.180, -7.337)  0.065
C (-0.060, 3.594, -6.237)  -0.191
O (-0.849, 4.045, -7.291)  -0.113
H (0.517, 2.715, -6.526)  0.076
H (0.665, 4.313, -5.857)  0.071
H (-0.755, 3.372, -5.428)  0.081
H (-0.318, 4.039, -8.091)  0.076
C (0.542, 9.676, 1.044)  -0.170
O (1.480, 8.960, 1.826)  -0.127
H (0.781, 10.737, 0.980)  0.071
H (0.689, 9.346, 0.016)  0.072
H (-0.479, 9.525, 1.394)  0.082
H (2.334, 9.071, 1.403)  0.072
C (-2.459, -2.670, -7.829)  -0.207
O (-1.374, -2.581, -8.680)  -0.101
H (-2.836, -1.668, -7.621)  0.082
H (-3.339, -3.214, -8.174)  0.074
H (-2.185, -3.206, -6.920)  0.074
H (-1.211, -3.498, -8.915)  0.078
C (5.665, -7.916, -2.170)  -0.144
O (4.960, -8.889, -2.965)  -0.140
H (6.709, -8.042, -2.456)  0.079
H (5.293, -6.934, -2.462)  0.068
H (5.417, -7.952, -1.110)  0.073
H (5.588, -9.314, -3.553)  0.063
C (2.238, 0.933, 9.523)  -0.175
O (1.205, 1.164, 10.464)  -0.117
H (2.725, -0.026, 9.702)  0.070
H (1.803, 0.763, 8.538)  0.075
H (3.037, 1.671, 9.448)  0.074
H (1.453, 0.881, 11.347)  0.073
C (0.931, -4.971, 10.002)  -0.168
O (1.169, -5.783, 8.851)  -0.120
H (0.632, -4.000, 9.605)  0.071
H (0.087, -5.340, 10.583)  0.076
H (1.790, -4.660, 10.597)  0.072
H (1.344, -6.679, 9.148)  0.068

Computed properties:
net charge: 0
M: 1485.0 g mol⁻¹
E: -7668.79348 a.u.
largest force on an atom: 3.422 eV/Å
LUMO energy: -0.10 eV
HOMO: -10.020 eV

# 2
Molecular formula: C34H10F15GeN6O6SZn
Method: DFT, wB97M-V/def2-TZVPD

Each line ends with the Löwdin charge.
Atoms and positions in Å:
Zn (0.114, 0.142, 0.629)  0.511
O (4.254, 2.053, -0.894)  0.122
C (2.967, 1.699, -0.828)  -0.504
O (2.528, 0.727, -1.382)  0.080
C (2.152, 2.649, -0.018)  -0.202
C (2.664, 3.874, 0.376)  0.014
C (1.881, 4.702, 1.168)  -0.028
C (0.622, 4.276, 1.534)  0.025
C (0.185, 3.029, 1.099)  -0.155
N (0.926, 2.238, 0.332)  0.112
C (-1.177, 2.484, 1.543)  -0.608
O (-2.008, 3.297, 1.924)  0.048
O (-1.300, 1.218, 1.455)  -0.092
H (4.750, 1.360, -1.345)  0.134
H (3.656, 4.158, 0.059)  0.118
H (2.260, 5.660, 1.501)  0.111
H (-0.042, 4.861, 2.154)  0.123
N (1.979, -0.503, -4.372)  0.194
C (1.000, 0.378, -4.681)  -0.498
O (0.915, 0.916, -5.773)  0.044
C (0.021, 0.680, -3.583)  -0.108
C (-0.777, 1.809, -3.715)  0.011
C (-1.659, 2.130, -2.698)  -0.026
C (-1.631, 1.379, -1.536)  -0.104
N (-0.836, 0.317, -1.379)  0.055
C (-0.087, -0.063, -2.414)  -0.070
H (2.673, -0.694, -5.073)  0.115
H (2.148, -0.794, -3.424)  0.068
H (-0.683, 2.404, -4.614)  0.122
H (-2.335, 2.968, -2.785)  0.109
H (-2.257, 1.639, -0.692)  0.115
H (0.427, -1.003, -2.281)  0.106
O (-0.340, -1.807, 0.982)  -0.266
N (-0.791, -1.463, 2.163)  -0.060
C (-1.822, -2.085, 2.624)  -0.311
C (-2.516, -3.157, 1.969)  -0.173
N (-3.052, -4.040, 1.463)  0.163
C (-2.337, -1.716, 3.909)  -0.177
N (-2.799, -1.490, 4.937)  0.158
F (1.574, -1.839, 4.775)  0.092
C (1.129, -3.036, 4.385)  -0.260
C (1.397, -3.456, 3.093)  -0.127
C (0.866, -4.670, 2.700)  -0.217
F (1.021, -5.116, 1.446)  0.103
C (0.163, -5.478, 3.577)  -0.141
F (-0.305, -6.664, 3.188)  0.122
C (-0.035, -5.055, 4.880)  -0.129
F (-0.681, -5.841, 5.737)  0.131
C (0.441, -3.821, 5.290)  -0.143
F (0.243, -3.418, 6.545)  0.125
Ge (2.492, -2.239, 1.954)  0.718
S (2.224, -0.117, 1.786)  0.389
C (3.028, -3.435, 0.409)  -0.105
C (2.743, -3.197, -0.917)  -0.207
F (1.999, -2.132, -1.255)  0.064
C (3.193, -4.011, -1.942)  -0.134
F (2.904, -3.722, -3.218)  0.107
C (3.959, -5.121, -1.643)  -0.135
F (4.416, -5.910, -2.614)  0.126
C (4.247, -5.409, -0.319)  -0.136
F (4.974, -6.488, -0.019)  0.119
C (3.782, -4.568, 0.675)  -0.228
F (4.062, -4.908, 1.941)  0.103
C (4.353, -2.226, 2.793)  -0.136
C (5.341, -1.624, 2.029)  -0.245
F (5.061, -1.244, 0.768)  0.057
C (6.627, -1.408, 2.487)  -0.142
F (7.551, -0.833, 1.709)  0.109
C (6.956, -1.809, 3.769)  -0.139
F (8.190, -1.606, 4.236)  0.118
C (6.008, -2.431, 4.559)  -0.141
F (6.337, -2.832, 5.791)  0.115
C (4.733, -2.638, 4.058)  -0.210
F (3.873, -3.294, 4.847)  0.103

Computed properties:
net charge: -1
M: 1053.5 g mol⁻¹
E: -7834.21228 a.u.
largest force on an atom: 1.082 eV/Å
LUMO energy: 1.54 eV
HOMO: -6.384 eV